# C15H10B2F9MoN6

A structure of composition C15H10B2F9MoN6 (wB97M-V/def2-TZVPD, OMol25).

Values from the calculation:
HOMO-LUMO gap (alpha / beta): 6.81 / 7.21 eV
Expectation value of S²: 2.017
Lowest unoccupied orbital energy (alpha / beta): -0.196 / -0.184 Ha
Largest force on an atom: 0.52 eV/A
E_HOMO (alpha / beta): -12.1 / -12.2 eV
Multiplicity: 3
Total charge: +1

Geometry (Å):
Mo: -0.08004 -0.14980 0.04710
C: 4.34396 -0.14834 -0.06860
C: 3.10959 -0.64208 -0.47053
N: 2.12784 -0.00071 0.17330
N: 2.71540 0.90552 0.98926
C: 4.04440 0.83369 0.85880
B: 1.80339 1.81313 1.82974
N: 0.89642 0.88568 2.69760
C: 0.76512 0.75634 4.01421
C: -0.16505 -0.24088 4.29290
C: -0.59452 -0.67691 3.05789
N: 0.05880 0.00290 2.09485
N: 0.87645 2.58518 0.83368
C: 0.74610 3.88320 0.57638
C: -0.18428 4.06436 -0.44231
C: -0.61147 2.79289 -0.76064
N: 0.03942 1.89995 0.01142
H: 5.31736 -0.45971 -0.40258
H: 2.87690 -1.41603 -1.18279
H: 4.68466 1.48219 1.43414
H: 2.42374 2.57078 2.51332
H: 1.34008 1.38358 4.67631
H: -0.49149 -0.57813 5.26016
H: -1.33428 -1.41608 2.79527
H: 1.31731 4.60296 1.14044
H: -0.51314 4.99439 -0.87008
H: -1.35244 2.46373 -1.47045
F: -2.31114 1.57635 1.86135
C: -2.93598 0.81436 0.94163
C: -2.21105 -0.00222 0.07689
C: -2.97632 -0.75315 -0.81212
F: -2.38831 -1.55036 -1.71594
C: -4.35785 -0.70785 -0.85011
F: -5.03917 -1.43632 -1.72512
C: -5.03054 0.11337 0.03690
F: -6.35163 0.16953 0.01934
C: -4.31538 0.87916 0.94446
F: -4.96147 1.66373 1.79974
F: 0.27828 -4.73870 -0.41156
B: 0.12524 -3.65911 0.30178
F: 0.37122 -1.34325 -1.28145
F: 1.15749 -3.04602 0.85940
F: -1.07092 -3.11961 0.50320

Cartesian forces, eV/Å:
-0.1 0.5 0.2
0.0 0.0 0.0
-0.1 0.0 0.0
0.2 0.0 -0.1
-0.3 0.0 0.0
0.1 0.0 0.0
0.1 0.0 0.0
-0.1 0.0 -0.2
0.1 0.1 0.0
0.0 0.0 0.0
0.1 0.1 0.0
-0.1 -0.3 -0.3
0.0 -0.2 0.0
0.1 0.0 0.1
0.0 0.0 0.0
0.0 0.1 0.1
-0.1 -0.3 -0.1
0.0 0.0 0.0
0.0 0.0 0.0
0.0 0.0 0.0
-0.1 0.0 0.0
0.0 0.0 0.0
0.0 0.0 0.0
0.0 0.0 0.0
0.0 0.0 0.0
0.0 0.0 0.0
0.0 0.0 0.0
0.1 0.0 -0.2
-0.2 0.0 0.1
0.2 0.0 0.0
-0.2 0.1 -0.1
0.2 0.0 0.1
0.0 -0.1 0.0
0.0 0.0 0.0
-0.2 0.0 0.0
0.1 0.0 0.0
0.0 0.1 0.0
0.0 0.0 0.0
0.0 0.1 0.1
0.1 -0.1 -0.1
0.1 0.0 0.1
0.0 0.0 0.0
0.0 0.1 0.0